1.
Molecular formula: C5H7N
Method: DFT, ωB97M-V/def2-TZVPD

Properties
- relative energy (zero: lowest compared OMol25 entry of this formula, charge and spin) (eV) = 6.391
- gap between HOMO and LUMO (alpha / beta) (eV) = 7.7578 / 7.4984

The geometry in ORCA input format:
```
! wB97M-V def2-TZVPD RIJCOSX def2/J DEFGRID3
* xyz 0 1
C 2.179 0.987 0.416
C 2.217 -0.254 -0.365
C 0.675 -0.155 -0.877
C 0.117 0.680 0.240
C -1.840 1.083 -0.218
N 1.050 1.248 1.004
H 2.907 -0.056 -1.055
H 2.448 -1.154 0.218
H 0.726 0.239 -1.905
H 0.003 -1.058 -0.891
H -2.020 0.042 -0.489
H -1.970 1.841 -0.940
H -2.365 1.252 0.735
*
```


2.
Molecular formula: C10H24Be2Br5ILiMgN2O6P
Method: DFT, ωB97M-V/def2-TZVPD

Properties
- gap between HOMO and LUMO (eV) = 1.0575

The geometry in ORCA input format:
```
! wB97M-V def2-TZVPD RIJCOSX def2/J DEFGRID3
* xyz 2 1
C -4.019 4.081 3.739
C -2.610 3.725 3.259
C -2.434 2.246 2.899
N -2.301 1.925 1.419
P -3.507 2.772 0.633
O -2.602 3.669 -0.244
I -4.535 1.134 -1.051
H -4.172 3.720 4.745
H -4.783 3.704 3.071
H -4.084 5.159 3.749
H -1.971 3.912 4.117
H -2.251 4.392 2.487
H -1.460 1.961 3.380
H -3.218 1.610 3.402
H -2.973 4.551 -0.424
Be -2.913 1.151 -3.228
Br -3.341 3.438 -3.618
Li 0.129 1.073 2.417
Br -0.490 2.435 0.278
Mg -1.656 0.672 4.680
C 0.801 -2.990 0.684
C 1.728 -2.048 -0.071
O 3.046 -2.029 0.423
C 3.776 -3.243 0.376
C 3.986 -3.783 -1.028
H 0.845 -2.794 1.757
H -0.229 -2.864 0.346
H 1.072 -4.034 0.532
H 1.366 -1.021 0.036
H 1.715 -2.272 -1.145
H 3.308 -3.997 1.019
H 4.743 -3.013 0.820
H 3.050 -4.116 -1.484
H 4.666 -4.638 -0.999
H 4.413 -3.019 -1.677
C 5.423 -7.616 -1.663
C 6.851 -6.963 -1.129
O 6.551 -5.786 -0.761
H 5.044 -7.040 -2.499
H 5.667 -8.629 -1.981
H 4.699 -7.640 -0.857
H 7.558 -7.076 -1.975
H 7.216 -7.672 -0.355
N -0.081 5.350 3.964
O 0.646 4.778 4.788
O -0.961 6.130 4.334
O 0.047 5.089 2.747
Be -4.500 -0.339 -4.076
C -5.531 5.281 -7.190
Br -6.403 3.961 -6.087
Br -4.023 6.071 -6.300
Br -5.050 4.566 -8.900
H -6.249 6.068 -7.360
*
```


3.
Molecular formula: C8H19BN
Method: DFT, ωB97M-V/def2-TZVPD

Properties
- SMILES = CB1[C@@H](C)CCC[NH2+][C@@H]1C
- gap between HOMO and LUMO (eV) = 10.6468

The geometry in ORCA input format:
```
! wB97M-V def2-TZVPD RIJCOSX def2/J DEFGRID3
* xyz 1 1
C 0.356 2.003 1.059
B 0.108 0.857 0.051
C 1.452 0.196 -0.669
C 2.715 1.019 -0.490
C 1.541 -1.046 0.221
C 0.434 -2.238 -0.074
C -0.870 -1.893 0.577
N -1.797 -1.067 -0.097
C -1.667 0.364 0.113
C -2.530 1.190 -0.904
H -0.511 2.402 1.521
H 0.784 2.878 0.490
H 1.086 1.989 1.849
H 1.267 -0.123 -1.771
H 2.957 0.894 0.576
H 2.518 1.943 -0.893
H 3.486 0.631 -1.046
H 1.476 -0.968 1.256
H 2.447 -1.594 -0.099
H 0.405 -2.489 -1.175
H 0.877 -3.036 0.540
H -1.219 -2.795 0.922
H -0.437 -1.277 1.438
H -1.714 -1.163 -1.198
H -2.781 -1.111 0.077
H -2.067 0.540 1.049
H -3.522 0.788 -0.751
H -2.241 0.897 -1.877
H -2.553 2.207 -0.692
*
```


4.
Molecular formula: C9H16N2O2
Method: DFT, ωB97M-V/def2-TZVPD

Properties
- SMILES = O=c1cc[nH]c(=O)[nH]1.CCCCC
- relative energy (zero: lowest compared OMol25 entry of this formula, charge and spin) (eV) = 3.374
- gap between HOMO and LUMO (eV) = 9.3668

The geometry in ORCA input format:
```
! wB97M-V def2-TZVPD RIJCOSX def2/J DEFGRID3
* xyz 0 1
O 4.501 -1.585 -0.301
C 3.736 -0.672 -0.417
C 2.448 -0.712 -1.235
C 1.360 0.184 -1.077
N 1.769 1.392 -0.350
C 2.803 1.526 0.381
O 2.951 2.594 0.969
N 3.872 0.565 0.207
H 2.239 -1.523 -1.844
H 0.488 0.096 -1.659
H 1.032 2.157 0.030
H 4.775 0.877 0.647
C 0.236 -1.395 1.221
C -1.177 -1.450 0.748
C -1.762 -0.121 0.170
C -3.258 -0.069 -0.017
C -3.644 1.348 -0.718
H 0.869 -1.028 0.346
H 0.346 -0.670 2.123
H 0.626 -2.369 1.422
H -1.850 -1.786 1.649
H -1.325 -2.098 -0.097
H -1.607 0.589 1.035
H -1.119 0.264 -0.709
H -3.801 -0.335 0.922
H -3.420 -0.939 -0.661
H -2.956 1.499 -1.630
H -4.681 1.370 -0.978
H -3.454 2.292 -0.175
*
```


5.
Molecular formula: C11H17NO
Method: DFT, ωB97M-V/def2-TZVPD

Properties
- SMILES = CC1(C)NC(=O)[C@]1(C)[C@@H]1C[C@@H]2C[C@@H]21
- relative energy (zero: lowest compared OMol25 entry of this formula, charge and spin) (eV) = 3.837
- gap between HOMO and LUMO (eV) = 10.0329

The geometry in ORCA input format:
```
! wB97M-V def2-TZVPD RIJCOSX def2/J DEFGRID3
* xyz 0 1
C 2.292 -1.844 -0.293
C 1.175 -1.128 0.443
C 0.261 -2.145 1.190
N 1.549 0.060 1.124
C 1.217 1.058 0.287
O 1.553 2.199 0.277
C 0.346 0.078 -0.647
C 0.858 0.179 -2.096
C -1.161 0.148 -0.489
C -1.670 1.495 -0.890
C -2.580 1.604 0.254
C -1.619 1.646 1.451
C -2.002 0.308 0.809
H 1.768 -2.444 -1.020
H 2.783 -2.330 0.437
H 2.975 -1.108 -0.750
H 0.760 -3.121 0.979
H -0.704 -2.058 0.722
H 0.273 -1.811 2.170
H 2.246 -0.056 1.841
H 0.727 -0.790 -2.747
H 1.931 0.303 -2.155
H 0.313 1.107 -2.521
H -1.579 -0.578 -1.249
H -2.043 1.568 -1.995
H -0.893 2.320 -0.891
H -3.545 2.037 0.432
H -0.663 2.003 1.613
H -2.330 1.831 2.334
H -2.239 -0.528 1.380
*
```


6.
Molecular formula: C8H12CuN2P
Method: DFT, ωB97M-V/def2-TZVPD

Properties
- expectation value of S² = 0.7611
- relative energy (zero: lowest compared OMol25 entry of this formula, charge and spin) (eV) = 0.641
- gap between HOMO and LUMO (alpha / beta) (eV) = 3.4056 / 3.5227

The geometry in ORCA input format:
```
! wB97M-V def2-TZVPD RIJCOSX def2/J DEFGRID3
* xyz -1 2
C -1.763 -1.534 0.618
C -2.810 -1.803 -0.214
C -2.957 -1.303 -1.527
C -2.018 -0.429 -2.117
C -0.867 -0.034 -1.478
Cu -0.260 -0.483 0.227
P 0.766 -1.449 2.015
H -1.779 -2.018 1.616
H -3.613 -2.465 0.144
H -3.844 -1.596 -2.092
H -0.194 0.632 -2.055
H -2.230 -0.070 -3.134
H 1.972 -2.204 1.851
H 0.012 -2.355 2.809
H 1.151 -0.514 3.021
N 3.015 2.006 -0.038
C 2.005 2.970 0.041
C 0.834 2.274 0.129
N 1.124 0.915 0.116
C 2.445 0.778 0.002
H 4.011 2.169 -0.124
H 2.178 4.029 0.038
H -0.180 2.632 0.183
H 3.004 -0.148 -0.031
*
```


7.
Molecular formula: C3H7N3O
Method: DFT, ωB97M-V/def2-TZVPD

Properties
- relative energy (zero: lowest compared OMol25 entry of this formula, charge and spin) (eV) = 1.377
- gap between HOMO and LUMO (eV) = 11.8390

The geometry in ORCA input format:
```
! wB97M-V def2-TZVPD RIJCOSX def2/J DEFGRID3
* xyz 2 1
C -0.181 -0.802 -0.522
C 0.130 0.989 0.798
C 1.500 0.194 -0.776
N -0.737 -0.010 0.423
N -0.180 1.800 1.746
N -0.682 -1.740 -1.221
O 1.264 1.130 0.211
H 2.305 -0.520 -0.649
H 1.584 0.491 -1.822
H -1.708 0.101 0.755
H -1.144 1.829 2.032
H 0.335 2.658 1.876
H -0.317 -2.548 -1.699
H -1.672 -1.792 -1.034
*
```


8.
Molecular formula: C6H16AlF6NO5P2
Method: DFT, ωB97M-V/def2-TZVPD

Properties
- relative energy (zero: lowest compared OMol25 entry of this formula, charge and spin) (eV) = 0.000
- gap between HOMO and LUMO (eV) = 6.4734

The geometry in ORCA input format:
```
! wB97M-V def2-TZVPD RIJCOSX def2/J DEFGRID3
* xyz 2 1
Al 0.992 -0.166 0.679
P 1.338 1.293 3.155
F 0.529 1.981 1.987
F 2.467 0.836 2.087
F 2.193 2.644 3.309
F 2.162 0.589 4.362
F 0.156 1.700 4.241
F 0.698 -0.148 2.713
C -1.606 -0.053 1.833
O -0.709 0.219 1.016
N -2.112 0.758 2.787
C -3.120 0.282 3.618
C -1.641 2.083 2.878
H -2.231 -0.927 1.593
H -3.926 1.016 3.605
H -2.957 0.271 4.696
H -3.596 -0.644 3.297
H -1.033 2.499 2.074
H -2.418 2.846 2.836
H -1.003 2.198 3.753
C 2.387 0.427 -4.158
O 1.217 -0.223 -3.889
P 0.841 -0.962 -2.405
O 1.506 -0.496 -1.115
O -0.797 -0.645 -2.302
C -1.795 -0.911 -3.330
O 0.902 -2.562 -2.733
C 2.149 -3.149 -3.140
H 2.983 0.152 -5.029
H 3.018 0.506 -3.273
H 2.228 1.476 -4.407
H -2.287 0.062 -3.327
H -2.526 -1.694 -3.130
H -1.453 -1.132 -4.341
H 1.928 -4.164 -3.470
H 2.950 -3.208 -2.403
H 2.568 -2.756 -4.066
*
```